No. 1
{"formula": "C36H46F6O24", "method": "ωB97M-V/def2-TZVPD", "e_lumo_ev": -0.32, "total_energy_ha": -3804.412537, "orbital_gap_ha": 0.3203, "total_charge": 0, "symbols": ["C", "O", "C", "C", "C", "C", "C", "C", "C", "C", "C", "C", "C", "C", "C", "O", "C", "C", "O", "C", "O", "O", "C", "O", "H", "H", "H", "H", "H", "H", "H", "H", "H", "H", "H", "H", "H", "H", "H", "H", "H", "H", "H", "H", "H", "H", "H", "H", "H", "H", "H", "H", "C", "C", "O", "C", "O", "O", "F", "H", "H", "H", "C", "C", "O", "C", "O", "O", "F", "H", "H", "H", "C", "C", "O", "C", "O", "O", "F", "H", "H", "H", "C", "C", "O", "C", "O", "O", "F", "H", "H", "H", "C", "C", "O", "C", "O", "O", "F", "H", "H", "H", "C", "C", "O", "C", "O", "O", "F", "H", "H", "H"], "positions_angstrom": [[8.217, -2.277, 1.233], [8.375, -0.953, 1.698], [7.894, 0.026, 0.780], [7.180, 1.145, 1.533], [5.918, 1.652, 0.826], [5.078, 2.603, 1.704], [3.568, 2.268, 1.775], [2.646, 3.262, 1.034], [1.909, 2.707, -0.194], [1.279, 1.316, 0.007], [-0.076, 1.226, -0.686], [-0.747, -0.167, -0.617], [-0.790, -0.592, 0.805], [-1.733, -0.412, 1.734], [-3.133, 0.053, 1.496], [-3.604, 1.064, 2.372], [-3.987, 0.647, 3.605], [-4.063, 1.782, 4.568], [-4.245, -0.495, 3.833], [-1.066, -0.632, 3.046], [-1.299, -0.121, 4.092], [0.088, -1.357, 2.818], [0.248, -1.450, 1.446], [0.967, -2.241, 0.933], [7.167, -2.588, 1.297], [8.579, -2.388, 0.206], [8.805, -2.929, 1.881], [7.206, -0.449, 0.073], [8.757, 0.423, 0.232], [6.885, 0.754, 2.512], [7.854, 1.986, 1.724], [5.323, 0.790, 0.510], [6.217, 2.184, -0.084], [5.494, 2.571, 2.716], [5.207, 3.633, 1.362], [3.287, 2.261, 2.832], [3.425, 1.246, 1.419], [3.257, 4.113, 0.715], [1.916, 3.681, 1.735], [2.581, 2.732, -1.055], [1.100, 3.411, -0.425], [1.214, 1.125, 1.084], [1.941, 0.555, -0.419], [0.045, 1.512, -1.733], [-0.749, 1.957, -0.227], [-0.170, -0.855, -1.234], [-1.760, -0.043, -0.999], [-3.234, 0.405, 0.470], [-3.787, -0.822, 1.580], [-3.036, 2.074, 4.792], [-4.582, 1.430, 5.456], [-4.578, 2.619, 4.098], [-0.047, 6.957, -0.713], [1.138, 7.766, -0.225], [2.225, 6.904, -0.498], [1.871, 6.099, -1.541], [2.625, 5.433, -2.164], [0.540, 6.180, -1.762], [1.084, 8.013, 1.106], [-0.416, 6.293, 0.068], [-0.862, 7.562, -1.101], [1.294, 8.712, -0.747], [-6.674, -0.974, 6.662], [-8.022, -1.459, 7.154], [-8.639, -0.261, 7.584], [-8.099, 0.772, 6.874], [-8.549, 1.865, 6.819], [-6.982, 0.355, 6.233], [-7.918, -2.312, 8.200], [-5.952, -0.937, 7.479], [-6.264, -1.550, 5.837], [-8.645, -1.923, 6.387], [-3.630, -2.707, -4.122], [-4.317, -1.587, -3.371], [-3.226, -0.834, -2.875], [-2.159, -1.038, -3.718], [-1.179, -0.376, -3.718], [-2.413, -2.075, -4.536], [-5.059, -2.029, -2.324], [-3.398, -3.538, -3.453], [-4.183, -3.069, -4.979], [-4.943, -0.943, -3.991], [10.301, -5.589, -2.655], [9.152, -6.201, -1.882], [8.444, -5.062, -1.431], [8.682, -4.049, -2.319], [8.065, -3.042, -2.381], [9.722, -4.371, -3.125], [9.573, -6.919, -0.814], [11.137, -5.368, -1.990], [10.641, -6.194, -3.490], [8.483, -6.823, -2.480], [-6.771, -6.123, -5.577], [-6.002, -7.301, -6.141], [-4.980, -6.664, -6.887], [-4.751, -5.444, -6.340], [-3.815, -4.757, -6.570], [-5.748, -5.126, -5.476], [-6.754, -8.060, -6.967], [-7.535, -5.791, -6.281], [-7.217, -6.310, -4.605], [-5.543, -7.947, -5.391], [-4.697, 3.064, -1.006], [-3.658, 2.635, -2.025], [-2.566, 3.478, -1.711], [-2.656, 3.807, -0.394], [-1.784, 4.297, 0.243], [-3.878, 3.487, 0.086], [-4.057, 2.868, -3.298], [-5.281, 3.908, -1.377], [-5.362, 2.265, -0.691], [-3.338, 1.594, -1.947]]}

***

No. 2
{"formula": "C36H46N2O3S2", "method": "ωB97M-V/def2-TZVPD", "e_lumo_ev": 0.16, "total_energy_ha": -2530.957506, "orbital_gap_ha": 0.3060, "total_charge": 0, "symbols": ["C", "C", "C", "C", "C", "C", "C", "C", "N", "C", "C", "C", "S", "C", "S", "N", "C", "C", "C", "C", "C", "C", "C", "C", "C", "C", "C", "C", "O", "C", "O", "C", "O", "C", "C", "C", "C", "C", "C", "C", "C", "C", "C", "H", "H", "H", "H", "H", "H", "H", "H", "H", "H", "H", "H", "H", "H", "H", "H", "H", "H", "H", "H", "H", "H", "H", "H", "H", "H", "H", "H", "H", "H", "H", "H", "H", "H", "H", "H", "H", "H", "H", "H", "H", "H", "H", "H", "H", "H"], "positions_angstrom": [[1.415, -3.121, 3.398], [1.327, -1.642, 3.790], [1.161, -0.770, 2.528], [2.005, 0.509, 2.572], [3.495, 0.183, 2.527], [1.634, 1.569, 1.505], [2.265, 2.938, 1.978], [3.164, 3.542, 0.935], [2.917, 4.535, 0.192], [0.137, 1.761, 1.393], [-0.310, 2.924, 0.485], [-1.578, 2.517, -0.268], [-2.933, 2.553, 0.910], [-4.306, 1.986, -0.080], [-4.538, 2.593, -1.570], [-5.149, 1.093, 0.584], [-6.099, 0.404, -0.278], [-5.742, -0.428, -1.331], [-6.724, -1.040, -2.098], [-8.075, -0.833, -1.826], [-8.427, -0.005, -0.769], [-7.443, 0.612, -0.001], [-4.467, 0.222, 1.541], [-3.703, -0.880, 1.186], [-3.044, -1.630, 2.158], [-3.138, -1.276, 3.500], [-3.921, -0.186, 3.863], [-4.577, 0.556, 2.886], [2.272, 1.292, 0.231], [1.566, 0.655, -0.719], [0.933, -0.336, -0.556], [1.679, 1.311, -2.087], [1.996, 0.373, -3.092], [3.121, -0.384, -2.859], [4.228, 0.112, -2.181], [5.355, -0.663, -1.928], [6.506, -0.101, -1.146], [5.380, -1.968, -2.404], [4.277, -2.458, -3.093], [3.130, -1.704, -3.328], [1.971, -2.346, -4.060], [0.823, -2.724, -3.088], [1.471, -1.569, -5.280], [0.645, -3.317, 2.654], [2.357, -3.291, 2.882], [1.308, -3.791, 4.244], [2.249, -1.387, 4.309], [0.490, -1.476, 4.465], [0.102, -0.579, 2.390], [1.528, -1.361, 1.692], [1.799, 1.006, 3.522], [4.075, 0.936, 3.058], [3.724, -0.768, 2.995], [3.883, 0.152, 1.511], [2.895, 2.740, 2.840], [1.499, 3.633, 2.306], [4.143, 3.082, 0.839], [1.978, 4.882, 0.403], [-0.383, 0.853, 1.112], [-0.206, 1.978, 2.405], [-0.555, 3.806, 1.070], [0.443, 3.157, -0.263], [-1.448, 1.515, -0.676], [-1.786, 3.167, -1.114], [-4.708, -0.585, -1.591], [-6.456, -1.687, -2.918], [-8.838, -1.291, -2.433], [-9.472, 0.153, -0.550], [-7.730, 1.259, 0.812], [-3.591, -1.175, 0.155], [-2.439, -2.469, 1.851], [-2.608, -1.848, 4.245], [-4.000, 0.099, 4.901], [-5.178, 1.411, 3.160], [2.429, 2.100, -2.043], [0.723, 1.757, -2.346], [4.207, 1.126, -1.804], [6.385, -0.423, -0.109], [7.457, -0.500, -1.481], [6.493, 0.984, -1.130], [6.238, -2.606, -2.258], [4.298, -3.470, -3.472], [2.350, -3.288, -4.449], [1.123, -2.473, -2.075], [-0.101, -2.206, -3.324], [0.657, -3.797, -3.095], [1.374, -0.505, -5.105], [0.490, -1.951, -5.559], [2.108, -1.729, -6.146]]}

***

No. 3
{"formula": "C36H46N3OP2S2W", "method": "ωB97M-V/def2-TZVPD", "e_above_lowest_kcal_mol": 68.4, "e_lumo_ev": [-10.63, -11.88], "s2": 2.05, "total_energy_ha": -3184.073365, "orbital_gap_ha": [0.2194, 0.1724], "multiplicity": 3, "total_charge": 3, "symbols": ["W", "C", "C", "P", "C", "C", "C", "C", "C", "C", "C", "C", "C", "C", "C", "C", "C", "P", "C", "C", "C", "C", "C", "C", "C", "C", "C", "C", "C", "C", "H", "H", "H", "H", "H", "H", "H", "H", "H", "H", "H", "H", "H", "H", "H", "H", "H", "H", "H", "H", "H", "H", "H", "H", "H", "H", "O", "S", "N", "C", "C", "C", "C", "N", "C", "S", "N", "C", "C", "C", "C", "H", "H", "H", "H", "H", "H", "H", "H", "H", "H", "H", "H", "H", "H", "H", "H", "H", "H", "H", "H"], "positions_angstrom": [[-0.022, -0.120, 0.993], [-2.366, 2.967, 2.266], [-2.607, 1.614, 2.953], [-1.126, 0.502, 3.047], [-0.422, 0.664, 4.689], [-0.859, 1.595, 5.647], [-0.220, 1.674, 6.868], [0.850, 0.838, 7.166], [1.283, -0.095, 6.228], [0.653, -0.190, 5.008], [1.934, 0.443, 1.509], [2.188, -0.865, 1.966], [3.471, -1.308, 2.254], [4.534, -0.432, 2.071], [4.312, 0.857, 1.615], [3.022, 1.295, 1.337], [-2.197, 2.866, 0.751], [-0.537, 2.219, 0.229], [0.451, 3.608, 0.860], [0.529, 4.773, 0.100], [1.086, 5.912, 0.651], [1.574, 5.889, 1.948], [1.525, 4.721, 2.696], [0.954, 3.580, 2.160], [-0.482, 2.366, -1.578], [0.731, 2.056, -2.200], [0.842, 2.154, -3.577], [-0.255, 2.536, -4.337], [-1.462, 2.831, -3.722], [-1.579, 2.755, -2.345], [-1.507, 3.473, 2.714], [-3.243, 3.590, 2.462], [-3.390, 1.074, 2.413], [-2.977, 1.785, 3.966], [-1.679, 2.268, 5.449], [-0.555, 2.398, 7.595], [1.342, 0.908, 8.123], [2.109, -0.749, 6.455], [0.972, -0.938, 4.292], [1.331, -1.572, 2.153], [3.651, -2.305, 2.625], [5.538, -0.764, 2.288], [5.146, 1.528, 1.469], [2.880, 2.312, 0.993], [-2.253, 3.872, 0.324], [-3.007, 2.268, 0.326], [0.142, 4.783, -0.909], [1.126, 6.819, 0.069], [1.992, 6.785, 2.380], [1.927, 4.700, 3.697], [0.902, 2.661, 2.742], [1.584, 1.755, -1.601], [1.782, 1.938, -4.060], [-0.170, 2.604, -5.411], [-2.311, 3.132, -4.318], [-2.510, 3.028, -1.867], [0.932, -0.590, -0.904], [0.546, -2.073, -0.788], [-0.178, -2.091, 0.526], [-8.514, 0.069, -3.896], [-7.784, 0.884, -2.848], [-6.357, 0.391, -2.605], [-5.646, 1.277, -1.577], [-4.264, 0.886, -1.354], [-3.787, -0.030, -0.517], [-2.071, -0.310, -0.652], [-4.544, -0.696, 0.333], [-4.082, -1.748, 1.225], [-5.105, -2.057, 2.315], [-5.230, -0.999, 3.413], [-5.992, 0.257, 3.002], [-9.528, 0.438, -4.022], [-8.562, -0.984, -3.618], [-8.005, 0.117, -4.860], [-8.348, 0.859, -1.909], [-7.760, 1.931, -3.167], [-5.800, 0.411, -3.544], [-6.378, -0.644, -2.257], [-6.191, 1.281, -0.629], [-5.623, 2.305, -1.949], [-3.598, 1.210, -2.048], [-5.552, -0.625, 0.245], [-3.122, -1.440, 1.669], [-3.900, -2.654, 0.635], [-4.805, -2.999, 2.775], [-6.084, -2.224, 1.863], [-4.234, -0.733, 3.778], [-5.766, -1.449, 4.247], [-5.503, 0.810, 2.199], [-6.091, 0.928, 3.852], [-6.997, -0.003, 2.675]]}

***

No. 4
{"formula": "C36H46N7OPSiTl", "method": "ωB97M-V/def2-TZVPD", "e_above_lowest_kcal_mol": 60.2, "e_lumo_ev": -2.67, "total_energy_ha": -2660.971546, "orbital_gap_ha": 0.2126, "total_charge": 1, "symbols": ["Tl", "C", "C", "C", "C", "C", "N", "C", "C", "C", "C", "C", "C", "C", "N", "C", "C", "C", "N", "C", "C", "N", "C", "C", "C", "N", "H", "H", "H", "H", "H", "H", "H", "H", "H", "H", "H", "H", "H", "H", "H", "H", "H", "H", "C", "C", "O", "N", "C", "C", "C", "C", "C", "C", "N", "H", "H", "H", "H", "H", "H", "H", "H", "H", "H", "C", "P", "C", "C", "H", "H", "H", "H", "H", "H", "H", "H", "H", "C", "Si", "C", "C", "C", "C", "H", "H", "H", "H", "H", "H", "H", "H", "H"], "positions_angstrom": [[0.562, 0.109, 0.570], [0.814, -5.683, 3.519], [0.885, -4.759, 2.332], [-0.008, -4.838, 1.265], [0.036, -3.932, 0.225], [0.993, -2.901, 0.163], [0.971, -1.895, -0.777], [0.690, -2.128, -2.075], [0.867, -3.410, -2.661], [0.498, -3.700, -3.948], [-0.091, -2.725, -4.761], [-0.543, -3.055, -6.158], [-0.180, -1.449, -4.254], [0.226, -1.112, -2.955], [0.219, 0.287, -2.637], [-0.609, 1.140, -3.201], [-0.173, 2.529, -2.907], [1.094, 2.252, -2.031], [1.188, 0.802, -1.880], [1.926, -2.868, 1.223], [1.849, -3.766, 2.283], [3.063, -2.010, 1.179], [4.342, -2.421, 1.319], [5.146, -1.310, 1.194], [4.252, -0.256, 0.976], [2.997, -0.689, 0.979], [0.209, -6.562, 3.305], [0.371, -5.161, 4.370], [1.811, -6.012, 3.814], [-0.759, -5.620, 1.255], [-0.692, -3.995, -0.575], [1.317, -4.178, -2.046], [0.666, -4.693, -4.347], [-0.966, -4.059, -6.195], [0.298, -3.022, -6.854], [-1.295, -2.348, -6.507], [-0.542, -0.673, -4.914], [-1.420, 0.834, -3.834], [-0.068, 3.157, -3.793], [2.058, 2.678, -2.324], [2.574, -3.681, 3.085], [4.580, -3.457, 1.483], [6.219, -1.267, 1.242], [4.470, 0.786, 0.806], [-1.086, 4.010, 1.454], [0.326, 3.604, 1.398], [0.909, 3.282, 0.280], [1.042, 3.553, 2.492], [2.362, 2.960, 2.670], [2.338, 1.858, 3.718], [3.487, 1.530, 4.422], [3.436, 0.472, 5.314], [2.245, -0.218, 5.474], [1.148, 0.190, 4.734], [1.191, 1.206, 3.874], [-1.694, 3.210, 1.028], [-1.256, 4.895, 0.840], [-1.409, 4.215, 2.471], [0.568, 3.778, 3.355], [3.063, 3.736, 2.979], [2.691, 2.546, 1.716], [4.405, 2.080, 4.265], [4.314, 0.190, 5.879], [2.165, -1.051, 6.158], [0.194, -0.319, 4.814], [-3.335, -2.559, 1.346], [-2.256, -1.358, 0.461], [-3.010, 0.225, 1.066], [-3.038, -1.360, -1.209], [-4.391, -2.319, 1.214], [-3.087, -2.541, 2.408], [-3.135, -3.563, 0.972], [-4.100, 0.171, 1.068], [-2.694, 1.030, 0.398], [-2.654, 0.440, 2.076], [-4.120, -1.233, -1.135], [-2.810, -2.289, -1.732], [-2.616, -0.533, -1.785], [-3.508, 4.659, -0.430], [-2.411, 4.203, -1.903], [-1.826, 5.805, -2.714], [-3.446, 3.069, -2.999], [-0.787, 3.246, -1.684], [0.337, 3.026, -0.974], [-4.486, 4.931, -0.830], [-3.141, 5.525, 0.121], [-3.670, 3.844, 0.277], [-2.651, 6.497, -2.884], [-1.346, 5.622, -3.676], [-1.099, 6.314, -2.078], [-4.402, 3.529, -3.251], [-3.660, 2.131, -2.480], [-2.942, 2.821, -3.934]]}